Record 1
{"formula": "C2H8NO", "method": "wB97M-V/def2-TZVPD", "species": ["O", "H", "C", "N", "C", "H", "H", "H", "H", "H", "H", "H"], "xyz": [[-0.477, 1.038, 2.069], [-1.292, 1.528, 1.825], [0.978, -1.177, -0.385], [0.479, 0.057, -0.421], [-0.756, 0.112, -1.271], [2.061, -1.271, -0.190], [0.853, -1.434, -1.464], [0.444, -1.845, 0.261], [0.228, 0.300, 0.467], [-0.425, -0.224, -2.325], [-1.644, -0.601, -0.919], [-1.096, 1.227, -1.320]], "nbo_charge": [-0.44, 0.42, -0.40, -0.60, -0.44, 0.19, 0.18, 0.16, 0.35, 0.20, 0.17, 0.20], "total_energy_ha": -210.83880, "s_squared": 0.75, "e_lumo_ha": [0.0316, -0.0899], "de_lowest_ev": 2.488, "gap_ev": [9.742, 6.382], "spin_multiplicity": 2, "max_force_ha_per_bohr": 0.1067}



Record 2
{"formula": "C2H8NO", "method": "wB97M-V/def2-TZVPD", "species": ["N", "H", "H", "H", "H", "C", "C", "O", "H", "H", "H", "H"], "xyz": [[1.377, 0.442, -1.340], [1.510, 0.012, -2.301], [2.152, 0.502, -0.592], [0.487, 0.113, -0.796], [1.178, 1.414, -1.623], [-0.858, 0.225, 1.662], [-1.481, -0.317, 0.591], [-0.495, -0.802, -0.419], [-1.112, -0.003, 2.815], [-0.150, 1.061, 1.710], [-2.462, -0.913, 0.559], [-0.144, -1.733, -0.266]], "nbo_charge": [-0.94, 0.46, 0.46, 0.46, 0.43, -0.41, 0.09, -0.78, 0.25, 0.22, 0.23, 0.53], "total_energy_ha": -210.63057, "e_lumo_ha": -0.1513, "de_lowest_ev": 3.334, "gap_ev": 9.498, "max_force_ha_per_bohr": 0.0724, "charge": 1}



Record 3
{"formula": "C2H8NO", "method": "wB97M-V/def2-TZVPD", "species": ["C", "C", "N", "O", "H", "H", "H", "H", "H", "H", "H", "H"], "xyz": [[-1.168, -0.705, 0.150], [0.176, -0.059, -0.012], [0.404, 1.351, 0.248], [1.327, -0.771, 0.265], [-1.116, -0.852, 1.281], [-1.936, -0.124, -0.261], [-0.957, -1.581, -0.422], [0.695, -0.632, -2.249], [-0.321, 1.698, 0.959], [0.422, 1.912, -0.630], [1.251, 1.482, 0.747], [1.225, -1.718, -0.077]], "nbo_charge": [-0.68, 0.45, -0.73, -0.68, 0.24, 0.25, 0.26, -0.01, 0.45, 0.47, 0.46, 0.53], "total_energy_ha": -210.55608, "e_lumo_ha": [-0.1604, -0.1778], "de_lowest_ev": 5.361, "gap_ev": [10.252, 8.117], "max_force_ha_per_bohr": 0.0789, "charge": 1}